[1]
151
Properties=species:S:1:pos:R:3:forces:R:3 method="wB97M-V/def2-TZVPD" charge=+1 s_squared=3.778 multiplicity=4 e_lumo_ev="-2.73 / -1.83" largest_force_ev_per_a=2.72
Cr 2.42100 2.30445 0.09795 2.1669 -0.9076 -1.2338
C 4.41112 4.99822 2.46929 -0.7049 0.3648 -1.0259
C 3.60219 4.09810 1.56871 0.2784 -1.7715 -0.8262
O 4.07385 3.63664 0.46833 0.6737 0.3474 -0.8684
O 2.50270 3.57595 1.82437 -1.6351 0.6783 2.0618
H 3.74099 5.69550 2.96705 0.0560 -0.1548 0.3003
H 5.07255 5.57164 1.82166 0.2082 -0.0647 0.1625
H 4.98751 4.40776 3.17594 -0.0915 -0.0566 0.0897
C -0.93335 -0.05382 0.09203 1.0542 0.2467 -0.1002
C 0.37683 0.70299 0.16337 0.2393 0.2736 1.9290
O 1.19001 0.75903 -0.79444 0.3599 0.2871 -1.7504
O 0.75851 1.33379 1.18435 -0.8415 0.3928 0.9480
H -1.35821 -0.37625 1.03823 0.4103 0.2254 0.2647
H -0.69920 -0.93439 -0.50414 -0.6042 0.1092 -0.3924
H -1.64317 0.65812 -0.33232 -0.0361 -0.3847 -0.3425
C 5.41513 2.79137 -3.11738 0.7994 1.1617 -0.1369
C 3.95651 2.89410 -2.72000 -0.6145 -0.7216 -0.8119
C 3.08863 2.61039 -3.97077 -0.8295 0.6125 1.2372
O 1.71382 2.70741 -3.58357 -0.2085 -0.5216 -0.0120
C 0.85316 2.24927 -4.62510 -0.0604 0.9584 -0.2928
N 3.62866 1.87860 -1.65920 1.1248 -0.1177 -0.6027
H 5.59832 3.42242 -3.99309 -0.1133 -0.2755 -0.1723
H 5.80683 1.79422 -3.32023 -0.3736 -0.1347 -0.0359
H 6.06839 3.26775 -2.37979 -0.1693 -0.3002 0.3022
H 3.77325 3.88031 -2.29220 -0.1092 0.0378 -0.2418
H 3.22225 1.58088 -4.31192 0.5564 0.0740 -0.2261
H 3.25536 3.35483 -4.75255 0.3843 -0.2094 -0.1516
H 0.78199 3.05901 -5.36005 0.1262 -0.2592 -0.3215
H -0.17111 2.09396 -4.29034 0.2133 -0.1633 0.5431
H 1.23920 1.34378 -5.09163 -0.0169 -0.0841 0.0105
H 4.59347 1.63556 -1.41741 -0.3284 0.1983 1.1843
H 3.44209 0.98889 -2.14773 -0.8227 -0.0012 0.1888
C -3.88993 1.96520 -1.60768 -0.0472 0.5294 0.7711
C -4.37607 2.65184 -0.32248 -0.0019 0.0841 -0.2998
C -5.24494 1.70937 0.50791 0.5945 0.4517 0.0991
O -6.38391 1.36166 -0.24853 -0.0298 -0.0330 0.7975
C -7.33720 0.73945 0.60634 -0.0844 0.1406 -0.3796
N -3.22058 3.09521 0.44876 0.1963 -0.6509 0.7331
H -4.72709 1.54067 -2.15593 0.0764 0.0686 -0.1680
H -3.18764 1.18238 -1.31400 -0.1436 -0.0570 -0.2081
H -3.35217 2.72343 -2.17757 -0.0294 -0.2035 -0.3263
H -5.00263 3.51628 -0.56926 -0.2118 -0.1147 -0.2740
H -5.51812 2.18836 1.45758 -0.2625 0.2577 -0.0934
H -4.66251 0.83711 0.83728 -0.0355 -0.1808 -0.3249
H -6.87608 -0.10607 1.12390 -0.1557 -0.1729 -0.0267
H -8.17399 0.43095 -0.01671 0.0790 -0.2304 0.0003
H -7.73498 1.43062 1.35536 0.1803 0.1279 0.0244
H -3.50773 3.47761 1.34177 0.0443 0.0314 -0.0111
H -2.63290 3.77879 -0.00796 -0.4668 0.0267 -0.3441
C 4.54872 -2.92381 -3.32532 -0.1386 -0.9785 0.8200
C 3.56737 -2.45931 -2.23787 0.4461 1.0992 -1.4988
C 4.14302 -2.41052 -0.82554 -1.7832 -0.0635 -1.1837
O 3.03703 -2.00926 -0.00841 0.5185 0.5212 0.5481
C 2.30201 -3.05227 0.60697 -0.2501 0.1666 0.2258
N 3.18148 -1.05774 -2.61839 -0.6188 -0.1809 0.5511
H 4.03791 -3.14992 -4.26064 -0.0552 0.1194 -0.0105
H 5.02088 -3.85277 -2.99169 0.0355 -0.0336 -0.1827
H 5.35221 -2.21414 -3.51873 -0.1335 0.2297 0.1388
H 2.61893 -3.00210 -2.23603 0.3897 -0.7381 0.0482
H 4.87100 -1.59986 -0.87103 0.3268 -0.2259 0.6102
H 4.50226 -3.39885 -0.53984 0.4040 0.1647 0.2419
H 1.66483 -3.58822 -0.10087 0.3904 -0.3503 -0.1053
H 1.61082 -2.60125 1.32168 0.1486 0.2117 0.0068
H 2.97573 -3.69336 1.17884 -0.1052 -0.3131 -0.1962
H 2.93941 -1.05162 -3.60574 0.1271 -0.1340 -0.0491
H 2.28229 -0.92547 -2.14989 0.1598 0.5402 0.0423
C -3.44337 -0.55853 8.46782 1.0198 0.0197 -0.3207
C -3.42813 -1.16248 7.06101 -0.5136 -0.7474 1.0688
C -2.93302 -0.14585 6.06175 -0.2463 -1.1639 -0.8498
O -3.20298 -0.65466 4.74579 -0.1275 0.2626 0.4012
C -2.78818 0.22601 3.75149 0.8141 0.1871 -1.0411
N -2.58275 -2.36796 7.08278 0.6176 -0.0467 -0.7331
H -2.40356 -0.36735 8.75468 0.0140 -0.0620 -0.0132
H -3.81196 -1.28516 9.18873 -0.3647 0.2386 0.0596
H -3.92702 0.41692 8.50335 -0.4826 -0.2484 0.1338
H -4.42843 -1.54875 6.83068 -0.2727 0.9038 -0.3671
H -1.84407 -0.07011 6.14032 0.0021 0.4541 0.3494
H -3.46684 0.79891 6.17589 0.2305 0.1900 0.1678
H -3.13172 1.26420 3.83861 -0.5084 -0.1621 0.2389
H -3.09362 -0.18555 2.78695 -0.3146 0.0906 0.0772
H -1.69534 0.33699 3.65405 0.0777 -0.2680 0.4184
H -2.50778 -2.70324 6.12311 0.1535 0.1373 0.0530
H -3.04842 -3.13810 7.55011 -0.0934 0.2339 0.2959
C 3.55566 -0.57656 3.04198 1.0482 -0.2990 0.8981
C 3.83018 0.76416 2.37697 0.3703 0.3858 1.4197
C 5.22518 1.31183 2.69346 0.1785 -0.7952 -0.4718
O 5.39075 1.43004 4.07973 -0.1090 -0.0563 -0.0346
C 6.70651 1.82223 4.41543 0.0580 0.1603 0.2485
N 3.63893 0.70869 0.90240 -0.1120 -0.3130 0.9084
H 2.52441 -0.90414 2.94346 -0.0241 -0.0085 -0.0737
H 3.83205 -0.52623 4.10106 -0.6437 0.5337 0.0716
H 4.26255 -1.37947 2.79437 -0.2385 0.0765 -0.9497
H 3.19613 1.50951 2.86327 -0.5495 -0.1640 -0.5175
H 5.37151 2.24896 2.14373 0.0332 0.1688 0.1880
H 5.98430 0.60983 2.30902 0.0511 -0.0679 -0.0965
H 6.81371 2.89772 4.24186 0.3158 -0.0569 -0.1444
H 7.45457 1.24218 3.86613 -0.0364 0.1586 -0.2146
H 6.89854 1.63073 5.47031 -0.3528 0.0067 0.0363
H 4.57145 0.47263 0.55456 -0.1060 0.5532 -0.4004
H 3.18717 -0.20306 0.78198 -0.4894 0.1494 -0.5928
C 2.67460 -6.73979 -2.78805 -0.6917 -0.3300 -0.5516
C 1.69723 -7.44238 -1.84543 0.0874 0.5772 0.8080
C 0.33938 -6.76287 -1.82833 -0.4833 0.8767 -1.5556
O 0.44961 -5.37866 -1.53540 0.3656 0.1892 0.4542
C -0.78182 -4.68433 -1.59423 0.0091 -0.7088 0.1757
N 1.55599 -8.86025 -2.14648 -0.3192 -0.1436 -0.6421
H 2.69719 -5.66954 -2.58953 0.3216 -0.0717 0.3534
H 2.33657 -6.79877 -3.82975 -0.0297 -0.2587 0.0022
H 3.64215 -7.23185 -2.71985 0.1426 0.2587 0.0288
H 2.16270 -7.31366 -0.86186 -0.2310 -0.3353 0.1970
H -0.45556 -7.24109 -1.24605 0.3787 -0.1289 0.5208
H -0.03008 -6.81107 -2.86873 -0.0844 -0.2187 -0.0488
H -0.59559 -3.63283 -1.38765 0.0492 0.0463 -0.0514
H -1.46602 -5.08651 -0.84153 -0.1540 0.1420 0.0030
H -1.25339 -4.80957 -2.57347 -0.0055 0.1282 -0.0826
H 0.73694 -9.25318 -1.68748 0.2563 0.0806 0.4361
H 1.28351 -8.94688 -3.12671 0.3802 0.0223 -0.0264
C -3.61043 -1.75620 -0.47819 -0.4491 0.1625 -1.0248
C -4.79597 -2.46120 -1.15218 0.4471 -0.0997 0.8748
C -5.58779 -1.47788 -2.00627 -0.0718 -0.0960 0.1316
O -6.57341 -2.16003 -2.75873 0.4005 0.1235 -0.0156
C -7.82187 -2.36292 -2.12908 -0.0865 -0.5550 -0.3792
N -4.30490 -3.63386 -1.86654 0.0650 0.0460 -0.2791
H -3.03734 -1.25663 -1.26784 0.0939 -0.0261 0.0143
H -2.94311 -2.47116 -0.00330 -0.1681 0.0449 0.3524
H -3.97407 -0.95857 0.16951 0.2123 -0.2247 0.2975
H -5.42983 -2.85788 -0.35185 -0.1909 0.0899 -0.0562
H -4.88960 -0.97979 -2.68554 -0.0984 -0.1977 -0.3619
H -6.02720 -0.66613 -1.42006 -0.0677 -0.0997 0.2106
H -7.80550 -2.50721 -1.04421 0.3590 0.3963 0.0450
H -8.17712 -3.32106 -2.51652 -0.2882 0.2047 -0.1175
H -8.50463 -1.56197 -2.41858 -0.1439 -0.0147 0.2303
H -5.07345 -4.05419 -2.37969 0.0333 0.0119 -0.0123
H -3.62372 -3.35096 -2.56747 -0.0506 0.0230 -0.0054
C -0.20366 4.80530 0.56300 0.1138 -0.1952 0.8932
C -0.04086 4.03859 -0.73059 -0.9124 0.9023 -0.1062
C -0.60579 4.87848 -1.88717 -0.0890 0.7576 -0.1195
O -2.01272 4.95485 -1.78692 -0.0311 -0.3357 0.3751
C -2.62857 5.40483 -2.97959 0.3494 0.0947 -0.0229
N 1.40145 3.77988 -0.96550 -0.9121 -0.4550 -0.6005
H -1.22599 5.12883 0.75384 -0.0254 -0.0392 -0.2407
H 0.42717 5.69835 0.60648 0.0204 0.0059 -0.2635
H 0.10071 4.18329 1.40766 -0.0440 -0.0174 -0.0486
H -0.66557 3.14331 -0.69604 0.5824 -0.3951 0.0537
H -0.33375 4.54949 -2.89634 0.1812 -0.4831 0.1050
H -0.20313 5.89822 -1.78928 0.1423 0.0691 -0.0708
H -2.45897 4.67216 -3.77507 -0.0592 0.0892 -0.1251
H -2.21059 6.37321 -3.27085 -0.0354 0.0005 -0.1263
H -3.69605 5.52580 -2.81735 0.0130 -0.1165 0.1809
H 1.81346 4.70863 -1.05484 0.3946 -0.2054 0.3106
H 1.42627 3.38043 -1.91487 0.2687 0.0075 0.0138



[2]
16
Properties=species:S:1:pos:R:3:forces:R:3 method="wB97M-V/def2-TZVPD" charge=0 e_lumo_ev=0.22 largest_force_ev_per_a=1.34
C -0.64944 0.22984 -0.66121 -0.1325 -0.4110 0.1925
C -0.11191 1.62608 -0.68944 -0.2305 0.4633 -0.5971
C -0.22382 -0.34005 1.82467 0.3932 0.5633 0.1550
C -0.02286 -0.65361 0.40550 0.6305 0.4240 -0.3289
C 1.22463 -1.39618 -0.01909 -0.3368 0.0183 0.1538
O -0.92687 -1.37724 1.20135 -0.8103 -1.0613 -0.0699
P -0.52382 2.83389 -1.77034 0.4668 0.0173 0.5682
H -1.73087 0.25210 -0.48781 0.0959 0.0121 0.0291
H -0.50484 -0.24791 -1.63736 -0.0633 0.0860 0.0673
H 0.60237 1.88301 0.08298 0.1193 0.0467 0.0922
H -0.80883 0.52484 2.11369 -0.0992 0.0696 0.0083
H 0.52385 -0.65756 2.54190 0.0646 0.0183 0.0766
H 2.00515 -0.69603 -0.31024 0.0643 0.0578 -0.0685
H 0.99274 -2.03714 -0.86861 0.0539 -0.0500 -0.0835
H 1.59121 -2.01782 0.79440 0.0399 -0.0212 0.0401
H -1.43670 2.07378 -2.52039 -0.2559 -0.2331 -0.2353